# C10H10FN3O

A cluster of 2 separate species, C10H10FN3O in total (ωB97M-V/def2-TZVPD, the OMol25 dataset).

CARTESIAN COORDINATES (ANGSTROEM)
1 F 1.367 1.339 0.527
2 O -0.724 0.320 2.845
3 N -2.780 0.426 0.050
4 N -0.945 -0.972 0.957
5 N 1.513 -1.004 3.604
6 C -1.006 2.448 -2.086
7 C -1.648 1.866 -3.128
8 C 1.310 -2.387 1.669
9 C -0.598 -2.080 0.215
10 C -0.054 1.661 -1.303
11 C -0.338 -0.549 2.087
12 C 0.531 -2.793 0.538
13 C 0.558 2.130 -0.244
14 C 0.883 -1.359 2.424
15 C -1.918 -0.091 0.615
16 H 0.544 3.221 0.071
17 H 2.221 -2.935 1.942
18 H 1.210 -0.113 4.004
19 H -1.342 -2.495 -0.443
20 H 2.461 -1.369 3.476
21 H 0.050 0.482 -1.463
22 H -1.029 3.457 -1.850
23 H -2.055 2.255 -3.972
24 H -1.453 0.709 -3.235
25 H 0.623 -3.759 0.124

## Properties
F_max in hartree/bohr: 0.1032
DFT total energy in eV: -19764.013
Kohn-Sham gap in eV: 8.542
Net charge: 0
Energy above the lowest of the compared OMol25 structures with the same formula, charge and spin in kJ/mol: 168.38